No. 1
45
Properties=species:S:1:pos:R:3 method="wB97M-V/def2-TZVPD" e_homo_ha=-0.28100 smiles="COc1ccc(NC(=O)CN(C)S(=O)(=O)c2ccccc2)cc1OC" charge=0 molar_mass_g_mol=364.42 gap_ev=8.03
C -6.05778 -1.13510 0.00086
O -5.34458 -0.19458 -0.76942
C -4.08114 0.18776 -0.41978
C -3.63861 1.34946 -1.04579
C -2.38129 1.87698 -0.83061
C -1.52612 1.23054 0.04949
N -0.22788 1.66638 0.33351
C 0.47120 2.68427 -0.21450
O 0.06047 3.49938 -1.01089
C 1.92978 2.66271 0.27444
N 2.55878 1.44148 -0.21027
C 3.65273 1.59176 -1.13941
S 2.79830 0.20677 0.89226
O 4.13248 0.19148 1.41791
O 1.71060 0.27825 1.83724
C 2.54870 -1.22987 -0.14432
C 3.50623 -2.22475 -0.17680
C 3.28778 -3.34738 -0.95972
C 2.11722 -3.45916 -1.69337
C 1.16354 -2.45300 -1.65214
C 1.37813 -1.32823 -0.87274
C -1.94704 0.06283 0.68291
C -3.20482 -0.47695 0.46029
O -3.62607 -1.64319 1.05098
C -2.78112 -2.27154 1.98212
H -6.07749 -0.85830 1.05752
H -7.07274 -1.11642 -0.39666
H -5.64570 -2.14125 -0.09971
H -4.32551 1.83530 -1.72002
H -2.06605 2.77666 -1.32983
H 0.28082 1.09745 1.01005
H 2.45315 3.53906 -0.11119
H 1.95369 2.68081 1.36769
H 4.51705 2.08525 -0.68252
H 3.31341 2.16454 -2.00144
H 3.95134 0.59688 -1.46626
H 4.40324 -2.10105 0.40937
H 4.02796 -4.13198 -0.99529
H 1.94674 -4.33489 -2.30146
H 0.25381 -2.54250 -2.22587
H 0.65377 -0.53110 -0.83116
H -1.25674 -0.42208 1.35579
H -2.55051 -1.61555 2.82727
H -1.84794 -2.61042 1.51971
H -3.33883 -3.13624 2.33983

=====

No. 2
50
Properties=species:S:1:pos:R:3 method="wB97M-V/def2-TZVPD" e_homo_ha="-0.08339 / -0.08790" charge=-2 molar_mass_g_mol=600.62 s_squared=2.04 gap_ev="6.60 / 6.72" multiplicity=3
V 0.50790 1.38650 0.71663
S 1.71613 1.23107 2.69148
C 1.11018 2.61344 3.57526
C 1.35305 2.62294 4.98632
N 1.54123 2.61712 6.12373
C 0.47471 3.65669 2.97527
S 0.19393 3.75826 1.27277
C 0.06308 4.78181 3.77165
N -0.27497 5.69717 4.38345
C -1.82167 0.32305 -2.52404
S -3.36130 1.22806 -2.28496
C -2.68742 2.80170 -1.71555
H -1.21797 0.35908 -1.61765
H -1.24519 0.72977 -3.35312
H -2.07049 -0.71764 -2.73100
H -2.19252 3.33917 -2.52427
H -1.98052 2.64160 -0.90223
H -3.52118 3.39407 -1.34133
O -1.39474 -5.59247 2.56735
C -2.39219 -4.90521 1.94269
O -3.34008 -5.51495 1.52079
C -2.21746 -3.43469 1.86943
C -2.87911 -2.73301 0.86554
C -2.71970 -1.36580 0.74494
C -1.91238 -0.65432 1.63676
S -1.72699 1.09402 1.50940
C -1.27283 -1.35738 2.66027
C -1.41383 -2.72835 2.76621
H -0.65802 -4.98812 2.72167
H -3.49601 -3.28209 0.16641
H -3.21225 -0.82281 -0.05352
H -0.64192 -0.81457 3.35208
H -0.91356 -3.23326 3.58746
O 0.50497 -2.78772 -0.69602
C 0.57317 -1.66543 -0.28435
N 0.66792 -0.55791 0.12104
C 3.86301 -0.47160 -1.36001
Si 2.71433 0.54618 -2.44338
C 1.54549 -0.62353 -3.33757
C 3.76783 1.33028 -3.80390
Se 1.79256 2.25377 -1.30878
H 4.45176 -1.17819 -1.95417
H 3.28073 -1.02999 -0.62785
H 4.54465 0.18346 -0.81340
H 2.14175 -1.32782 -3.92805
H 0.89300 -0.07556 -4.02172
H 0.92481 -1.20258 -2.65270
H 4.37174 0.57187 -4.31294
H 4.43629 2.08754 -3.38979
H 3.13009 1.81639 -4.54630

=====

No. 3
48
Properties=species:S:1:pos:R:3 method="wB97M-V/def2-TZVPD" e_homo_ha=-0.31861 smiles="[H]/N=C(/N)c1ccc(OC(=O)c2coc(C[C@@H](C)C(=O)NCP(=O)(O)O)c2)cc1" charge=0 molar_mass_g_mol=409.34 gap_ev=8.84
H 5.04705 5.23479 1.57656
N 5.14932 5.55708 0.62335
C 4.29542 5.13315 -0.25226
N 4.62735 5.65021 -1.47154
C 3.21804 4.18582 -0.03340
C 2.45575 3.64173 -1.08611
C 1.36152 2.81162 -0.79834
C 1.05537 2.39559 0.48510
O -0.03340 1.59622 0.82043
C -1.25156 1.81380 0.26620
O -1.56161 2.79082 -0.38456
C -2.19139 0.70941 0.37693
C -3.37578 0.59197 -0.30598
O -3.99440 -0.59265 -0.01380
C -3.13447 -1.30095 0.79723
C -3.42361 -2.74040 1.22020
C -3.13204 -3.74278 0.06551
C -4.11795 -3.59009 -1.13763
C -1.65544 -3.63091 -0.34713
O -1.39861 -2.86657 -1.29076
N -0.62065 -4.26684 0.32565
C 0.83992 -4.16623 0.01805
P 1.54887 -2.49373 -0.31450
O 3.03566 -2.56484 -0.37323
O 0.94173 -1.90715 -1.65500
O 1.22913 -1.45794 0.89095
C -2.08550 -0.53504 1.13486
C 1.85165 2.84867 1.54806
C 2.93408 3.73500 1.29132
H 3.87571 5.72973 -2.15910
H 5.26811 6.40537 -1.43091
H 2.61278 3.82351 -2.12770
H 0.73525 2.46828 -1.60233
H -3.79032 1.36677 -0.91716
H -4.46157 -2.84383 1.48310
H -2.80588 -3.00270 2.07792
H -3.32553 -4.75069 0.38430
H -5.15764 -3.68215 -0.82694
H -4.03131 -2.63039 -1.66810
H -3.84289 -4.38509 -1.84591
H -0.95334 -4.87014 1.06736
H 1.42317 -4.50272 0.89450
H 1.05192 -4.85741 -0.82207
H 0.01579 -2.24725 -1.66346
H 1.87759 -0.76337 0.71079
H -1.20363 -0.79712 1.75733
H 1.59246 2.60370 2.55960
H 3.50487 4.09569 2.15259

=====

Across the entries above, largest force on an atom takes the values 1.123 0.378 3.745 eV/A, respectively.